This record from OMol25 describes 2 unconnected molecules or ions with the total composition C5H7Cl2NO2. The level of theory is ωB97M-V with the def2-TZVPD basis set.

CARTESIAN COORDINATES (ANGSTROEM)
C (1.507, 0.446, -1.821)
C (0.527, -1.539, 1.184)
C (-0.340, -0.312, 1.256)
C (1.011, -0.044, -0.485)
C (1.072, 1.845, -1.923)
N (1.116, -1.348, -0.223)
O (2.095, -0.290, -2.597)
O (0.134, 0.532, 0.244)
Cl (2.061, 0.622, 2.527)
Cl (2.362, -2.384, -0.822)
H (1.313, -1.507, 2.038)
H (0.065, -2.477, 1.216)
H (-1.337, -0.384, 0.796)
H (-0.192, 0.176, 2.227)
H (0.061, 1.880, -2.004)
H (1.542, 2.338, -2.758)
H (1.347, 2.328, -0.930)

Values from the calculation:
Total charge: 0
Kohn-Sham gap (eV): 6.26
HOMO level (eV): -8.13

Partial atomic charges computed with the Mulliken method, in multiples of e: number 1, C, carries 0.83; number 2, C, carries -0.46; number 3, C, carries -0.41; number 4, C, carries 0.37; number 5, C, carries -1.20; number 6, N, carries -0.01; number 7, O, carries -0.50; number 8, O, carries -0.27; number 9, Cl, carries -0.67; number 10, Cl, carries 0.04; number 11, H, carries 0.22; number 12, H, carries 0.34; number 13, H, carries 0.30; number 14, H, carries 0.34; number 15, H, carries 0.37; number 16, H, carries 0.35; number 17, H, carries 0.36

***

This record from OMol25 describes 8 unconnected molecules or ions with the total composition C34H68F3N11O6S. The level of theory is ωB97M-V with the def2-TZVPD basis set.

CARTESIAN COORDINATES (ANGSTROEM)
C (15.246, 0.599, -8.279)
C (16.240, 1.561, -7.603)
O (17.370, 1.798, -8.016)
N (15.787, 2.069, -6.289)
H (16.162, 3.007, -6.281)
H (14.790, 2.039, -6.448)
C (16.324, 1.302, -5.098)
H (15.523, 0.515, -9.330)
H (14.221, 0.935, -8.126)
H (15.257, -0.355, -7.752)
H (15.978, 1.908, -4.261)
H (17.411, 1.219, -5.094)
H (15.983, 0.270, -5.181)
C (14.284, 0.460, -17.248)
C (13.323, -0.774, -17.136)
O (12.867, -1.347, -18.166)
N (13.093, -1.373, -15.774)
H (13.148, -0.654, -15.066)
H (12.113, -1.617, -15.738)
C (13.967, -2.473, -15.371)
H (14.692, 0.563, -18.253)
H (15.130, 0.571, -16.569)
H (13.682, 1.342, -17.029)
H (13.906, -3.322, -16.053)
H (13.744, -2.822, -14.363)
H (14.948, -2.010, -15.476)
C (16.589, -3.081, -7.447)
C (17.714, -4.116, -7.566)
O (18.854, -3.880, -7.935)
N (17.392, -5.523, -7.107)
H (18.199, -5.899, -6.629)
H (16.593, -5.622, -6.497)
C (17.117, -6.437, -8.256)
H (16.774, -2.007, -7.462)
H (16.142, -3.143, -6.454)
H (15.845, -3.417, -8.169)
H (17.021, -7.397, -7.749)
H (17.885, -6.397, -9.029)
H (16.136, -6.092, -8.586)
C (8.703, -9.296, -11.494)
C (9.522, -8.810, -12.623)
N (10.283, -7.611, -12.515)
C (9.900, -6.242, -12.643)
C (11.040, -5.496, -12.682)
N (12.114, -6.415, -12.566)
C (11.657, -7.698, -12.514)
C (13.483, -6.053, -12.428)
H (9.121, -9.857, -10.657)
H (7.834, -9.846, -11.855)
H (8.264, -8.434, -10.992)
H (8.825, -8.678, -13.451)
H (10.204, -9.635, -12.829)
H (8.877, -5.916, -12.763)
H (11.288, -4.447, -12.737)
H (12.205, -8.621, -12.632)
H (13.743, -6.216, -11.383)
H (13.722, -5.035, -12.736)
H (14.180, -6.625, -13.039)
C (18.614, 1.313, -14.383)
C (18.764, 0.045, -15.167)
N (18.661, -1.096, -14.214)
C (17.785, -2.189, -14.464)
C (18.133, -3.183, -13.550)
N (19.191, -2.674, -12.747)
C (19.567, -1.460, -13.233)
C (19.808, -3.391, -11.647)
H (19.130, 1.258, -13.424)
H (17.604, 1.560, -14.056)
H (18.806, 2.202, -14.983)
H (19.653, -0.179, -15.756)
H (17.883, 0.068, -15.809)
H (17.137, -1.985, -15.304)
H (17.581, -4.078, -13.303)
H (20.492, -0.971, -12.965)
H (19.418, -4.388, -11.445)
H (19.732, -2.806, -10.730)
H (20.855, -3.514, -11.921)
C (20.939, 1.093, -4.173)
C (20.976, -0.146, -5.107)
N (20.876, 0.115, -6.593)
C (21.828, 0.824, -7.296)
C (21.389, 0.916, -8.588)
N (20.215, 0.142, -8.682)
C (19.864, -0.262, -7.401)
C (19.394, -0.003, -9.766)
H (21.609, 1.907, -4.451)
H (21.392, 0.787, -3.230)
H (19.980, 1.611, -4.184)
H (20.299, -0.893, -4.692)
H (21.985, -0.546, -5.010)
H (22.623, 1.269, -6.716)
H (21.828, 1.285, -9.503)
H (18.993, -0.850, -7.150)
H (19.981, -0.471, -10.556)
H (19.243, 0.967, -10.239)
H (18.392, -0.370, -9.546)
C (9.089, -2.218, -9.620)
C (8.950, -2.129, -8.048)
N (9.926, -3.037, -7.385)
C (9.684, -4.095, -6.616)
C (10.895, -4.624, -6.056)
N (11.880, -3.984, -6.759)
C (11.313, -3.041, -7.604)
C (13.351, -4.045, -6.517)
H (8.867, -3.247, -9.904)
H (10.044, -1.797, -9.933)
H (8.370, -1.690, -10.246)
H (7.932, -2.424, -7.791)
H (9.131, -1.096, -7.752)
H (8.684, -4.220, -6.230)
H (11.109, -5.416, -5.354)
H (11.983, -2.366, -8.116)
H (13.918, -4.477, -7.342)
H (13.617, -4.383, -5.515)
H (13.643, -2.995, -6.500)
C (15.523, -2.477, -11.413)
F (15.296, -1.415, -12.160)
F (15.852, -3.525, -12.171)
F (16.456, -2.196, -10.518)
S (13.773, -2.783, -10.578)
O (13.965, -4.017, -9.857)
O (13.705, -1.586, -9.698)
O (12.758, -2.897, -11.664)

Values from the calculation:
Total charge: +7
Kohn-Sham gap (spin up / spin down) (eV): 6.56 / 3.00
HOMO level (spin up / spin down) (eV): -23.48 / -23.48
Spin multiplicity: 2

Mulliken population analysis, charges in e, atoms 1 to 99: number 1, C, carries -0.76; number 2, C, carries 0.19; number 3, O, carries -0.44; number 4, N, carries 0.03; number 5, H, carries 0.43; number 6, H, carries 0.37; number 7, C, carries -0.66; number 8, H, carries 0.21; number 9, H, carries 0.66; number 10, H, carries 0.00; number 11, H, carries 0.41; number 12, H, carries 0.27; number 13, H, carries 0.27; number 14, C, carries -0.86; number 15, C, carries 0.41; number 16, O, carries -0.38; number 17, N, carries -0.02; number 18, H, carries 0.40; number 19, H, carries 0.37; number 20, C, carries -0.13; number 21, H, carries 0.38; number 22, H, carries 0.14; number 23, H, carries 0.39; number 24, H, carries 0.38; number 25, H, carries 0.08; number 26, H, carries -0.09; number 27, C, carries 0.35; number 28, C, carries 0.03; number 29, O, carries -0.45; number 30, N, carries -0.01; number 31, H, carries 0.45; number 32, H, carries 0.37; number 33, C, carries -0.82; number 34, H, carries -0.39; number 35, H, carries 0.62; number 36, H, carries -0.22; number 37, H, carries 0.42; number 38, H, carries 0.29; number 39, H, carries 0.34; number 40, C, carries -1.20; number 41, C, carries -0.23; number 42, N, carries 0.18; number 43, C, carries -0.78; number 44, C, carries -0.32; number 45, N, carries 0.30; number 46, C, carries -0.16; number 47, C, carries -0.72; number 48, H, carries 0.34; number 49, H, carries 0.37; number 50, H, carries 0.31; number 51, H, carries 0.37; number 52, H, carries 0.25; number 53, H, carries 0.51; number 54, H, carries 0.62; number 55, H, carries 0.39; number 56, H, carries 0.39; number 57, H, carries -0.10; number 58, H, carries 0.43; number 59, C, carries -1.16; number 60, C, carries -0.29; number 61, N, carries 0.18; number 62, C, carries -0.47; number 63, C, carries -0.92; number 64, N, carries 0.27; number 65, C, carries -0.26; number 66, C, carries -0.90; number 67, H, carries 0.29; number 68, H, carries 0.31; number 69, H, carries 0.43; number 70, H, carries 0.42; number 71, H, carries 0.12; number 72, H, carries 0.69; number 73, H, carries 0.63; number 74, H, carries 0.57; number 75, H, carries 0.33; number 76, H, carries 0.22; number 77, H, carries 0.43; number 78, C, carries -1.02; number 79, C, carries -0.60; number 80, N, carries 0.21; number 81, C, carries -0.49; number 82, C, carries -0.45; number 83, N, carries 0.49; number 84, C, carries -0.28; number 85, C, carries -1.13; number 86, H, carries 0.38; number 87, H, carries 0.41; number 88, H, carries 0.17; number 89, H, carries 0.32; number 90, H, carries 0.43; number 91, H, carries 0.50; number 92, H, carries 0.52; number 93, H, carries 0.37; number 94, H, carries 0.42; number 95, H, carries 0.44; number 96, H, carries 0.25; number 97, C, carries -1.16; number 98, C, carries -0.29; number 99, N, carries 0.21

***

This record from OMol25 describes 2 unconnected molecules or ions with the total composition CH5O3SSi. The level of theory is ωB97M-V with the def2-TZVPD basis set.

CARTESIAN COORDINATES (ANGSTROEM)
C (-0.057, 0.018, -0.386)
O (2.305, -1.914, 2.273)
O (-1.507, 2.675, 0.171)
O (0.225, -3.167, 2.186)
Si (-0.703, 1.871, -0.878)
S (1.215, -2.397, 1.433)
H (0.985, -0.333, -0.395)
H (-0.748, -0.241, 0.363)
H (-0.582, -0.481, -1.248)
H (0.365, 2.606, -1.536)
H (-1.499, 1.364, -1.982)

Values from the calculation:
Total charge: -1
Kohn-Sham gap (eV): 5.43
HOMO level (eV): -4.01

Partial atomic charges computed with the Mulliken method, in multiples of e: number 1, C, carries -1.13; number 2, O, carries -0.40; number 3, O, carries -0.68; number 4, O, carries -0.42; number 5, Si, carries 0.33; number 6, S, carries 0.77; number 7, H, carries 0.26; number 8, H, carries 0.34; number 9, H, carries 0.30; number 10, H, carries -0.19; number 11, H, carries -0.19

***

This record from OMol25 describes a molecular structure, C9H14N7RuS2. The level of theory is ωB97M-V with the def2-TZVPD basis set.

CARTESIAN COORDINATES (ANGSTROEM)
Ru (-0.371, 0.072, -0.976)
C (1.379, -2.665, 1.828)
C (0.598, -1.630, 1.108)
N (0.491, -1.574, -0.183)
N (0.993, -2.595, -0.939)
C (0.637, -2.505, -2.186)
N (0.973, -3.421, -3.081)
S (-0.411, -1.154, -2.723)
C (-0.257, -0.630, 1.773)
C (-0.456, -0.581, 3.130)
C (-1.439, 0.266, 3.648)
C (-2.198, 1.042, 2.786)
C (-1.940, 0.978, 1.434)
N (-0.981, 0.177, 0.927)
H (2.213, -3.003, 1.220)
H (0.749, -3.539, 2.026)
H (1.739, -2.291, 2.784)
H (1.544, -4.207, -2.798)
H (0.654, -3.393, -4.037)
H (0.122, -1.216, 3.787)
H (-1.616, 0.300, 4.716)
H (-2.977, 1.697, 3.151)
H (-2.502, 1.580, 0.734)
N (-1.211, 1.870, -1.944)
N (-0.323, 2.969, -1.870)
C (0.957, 2.745, -1.586)
N (1.842, 3.705, -1.626)
S (1.503, 1.132, -1.112)
H (-1.375, 1.658, -2.931)
H (-2.112, 2.164, -1.567)
H (-0.652, 3.870, -2.203)
H (1.618, 4.655, -1.904)
H (2.811, 3.527, -1.387)

Values from the calculation:
Total charge: +3
Kohn-Sham gap (spin up / spin down) (eV): 5.52 / 5.52
HOMO level (spin up / spin down) (eV): -18.42 / -18.42

Partial atomic charges computed with the Mulliken method, in multiples of e: number 1, Ru, carries 0.56; number 2, C, carries -1.46; number 3, C, carries 0.82; number 4, N, carries 0.69; number 5, N, carries -1.02; number 6, C, carries 0.73; number 7, N, carries -0.35; number 8, S, carries -0.15; number 9, C, carries 0.45; number 10, C, carries -0.60; number 11, C, carries -0.37; number 12, C, carries -0.83; number 13, C, carries -0.05; number 14, N, carries -0.07; number 15, H, carries 0.42; number 16, H, carries 0.36; number 17, H, carries 0.49; number 18, H, carries 0.27; number 19, H, carries 0.21; number 20, H, carries 0.34; number 21, H, carries 0.49; number 22, H, carries 0.44; number 23, H, carries 0.38; number 24, N, carries -0.44; number 25, N, carries -0.23; number 26, C, carries 0.92; number 27, N, carries -0.35; number 28, S, carries -0.15; number 29, H, carries 0.37; number 30, H, carries 0.36; number 31, H, carries 0.27; number 32, H, carries 0.25; number 33, H, carries 0.24

***

> Which value of total charge does entry 4 give?

+3

***

> Look up the total charge of the third one.

-1

***

Repeat the first record exactly.
This record from OMol25 describes 2 unconnected molecules or ions with the total composition C5H7Cl2NO2. The level of theory is ωB97M-V with the def2-TZVPD basis set.

CARTESIAN COORDINATES (ANGSTROEM)
C (1.507, 0.446, -1.821)
C (0.527, -1.539, 1.184)
C (-0.340, -0.312, 1.256)
C (1.011, -0.044, -0.485)
C (1.072, 1.845, -1.923)
N (1.116, -1.348, -0.223)
O (2.095, -0.290, -2.597)
O (0.134, 0.532, 0.244)
Cl (2.061, 0.622, 2.527)
Cl (2.362, -2.384, -0.822)
H (1.313, -1.507, 2.038)
H (0.065, -2.477, 1.216)
H (-1.337, -0.384, 0.796)
H (-0.192, 0.176, 2.227)
H (0.061, 1.880, -2.004)
H (1.542, 2.338, -2.758)
H (1.347, 2.328, -0.930)

Values from the calculation:
Total charge: 0
Kohn-Sham gap (eV): 6.26
HOMO level (eV): -8.13

Partial atomic charges computed with the Mulliken method, in multiples of e: number 1, C, carries 0.83; number 2, C, carries -0.46; number 3, C, carries -0.41; number 4, C, carries 0.37; number 5, C, carries -1.20; number 6, N, carries -0.01; number 7, O, carries -0.50; number 8, O, carries -0.27; number 9, Cl, carries -0.67; number 10, Cl, carries 0.04; number 11, H, carries 0.22; number 12, H, carries 0.34; number 13, H, carries 0.30; number 14, H, carries 0.34; number 15, H, carries 0.37; number 16, H, carries 0.35; number 17, H, carries 0.36